2 unconnected molecules or ions with the total composition C3H5NO3 in a non-equilibrium geometry, computed with ωB97M-V/def2-TZVPD.

```
12
Properties=species:S:1:pos:R:3:forces:R:3
C 0.7287 0.1203 0.2712 -0.3 0.9 -1.9
N -0.2604 -1.9519 1.6355 1.2 -1.0 2.6
C -0.0270 0.4493 -1.1588 1.5 -1.5 1.8
C -0.7325 1.5982 -1.3126 -0.8 1.0 0.0
O -0.4085 -0.5596 -0.0391 -0.3 0.6 -1.1
O -0.8647 -2.8780 2.1209 0.2 1.0 -1.0
O 0.7494 -1.4300 2.1006 -1.4 -0.7 -0.7
H 1.6805 -0.3652 0.0769 0.0 0.0 0.3
H 0.6607 0.8894 1.0322 0.1 -0.1 0.0
H 0.4626 -0.0395 -1.9910 -0.1 -0.1 0.1
H -0.7196 2.1297 -2.2531 -0.1 -0.1 0.0
H -1.2692 2.0372 -0.4827 0.0 0.0 0.0
```
Positions in Å, forces in eV/Å.

For the HOMO-LUMO gap (spin up / spin down), the calculation gives 9.4 / 6.2 eV. The value obtained for the relative energy (zero: lowest compared OMol25 entry of this formula, charge and spin) is 8.659 eV. The highest occupied orbital energy (spin up / spin down) is -9.84 / -7.85 eV.



2 unconnected molecules or ions with the total composition C3H5NO3 in a non-equilibrium geometry, computed with ωB97M-V/def2-TZVPD.

```
12
Properties=species:S:1:pos:R:3:forces:R:3
C 0.5753 -0.3787 -1.0556 -2.7 0.1 0.7
C 0.9081 0.3966 -0.0735 2.5 0.6 1.7
C 2.5165 -1.4690 2.0297 2.6 0.6 -2.3
N -0.2715 0.7586 0.7690 -3.0 -0.3 -2.4
O 3.5133 -1.6051 1.4648 0.7 -0.8 0.1
O 1.5286 -1.1805 2.4920 -3.4 0.2 2.2
O -0.8218 -0.6876 -1.2790 0.9 1.4 3.0
H 1.2339 -0.8666 -1.6885 1.1 -0.6 -1.4
H -0.2330 1.7974 0.8565 0.0 -1.4 1.4
H -0.5052 0.0467 1.5326 0.9 2.0 -0.6
H -1.1081 0.6258 0.0894 0.9 0.1 1.2
H -0.7787 -1.1119 -2.0674 -0.6 -2.0 -3.7
```
Positions in Å, forces in eV/Å.

For the HOMO-LUMO gap, the calculation gives 7.9 eV. The value obtained for the relative energy (zero: lowest compared OMol25 entry of this formula, charge and spin) is 4.389 eV. The highest occupied orbital energy is -7.47 eV.



C3H5NO3 in the gas phase in a non-equilibrium geometry, computed with ωB97M-V/def2-TZVPD.

```
12
Properties=species:S:1:pos:R:3:forces:R:3
C -0.5318 -0.4815 -1.5609 0.1 0.1 -0.1
N -0.0075 0.3854 0.7059 0.0 0.5 -0.2
C -0.0192 0.6709 -0.7589 -1.7 -0.2 1.0
C 1.1457 0.1484 1.3500 0.7 -0.2 -1.9
O -1.1824 -0.0316 1.3396 -0.1 0.0 -0.3
O 0.2521 1.7603 -1.1490 0.6 -0.2 0.0
O 1.2219 -0.3336 2.4491 0.1 0.0 0.8
H -0.9091 -0.1405 2.2760 0.2 -0.1 -0.4
H 1.9746 0.3365 0.6046 -0.1 0.1 1.1
H -0.8413 -0.1500 -2.5443 0.1 0.1 -0.1
H -1.3725 -0.9495 -1.0559 0.0 -0.1 0.2
H 0.2695 -1.2146 -1.6564 0.0 -0.1 0.0
```
Positions in Å, forces in eV/Å.

For the HOMO-LUMO gap, the calculation gives 10.3 eV. As for the SMILES: CC(=O)N(O)C=O. The value obtained for the relative energy (zero: lowest compared OMol25 entry of this formula, charge and spin) is 2.956 eV. The highest occupied orbital energy is -9.83 eV.



C3H5NO3 in the gas phase in a non-equilibrium geometry, computed with ωB97M-V/def2-TZVPD.

```
12
Properties=species:S:1:pos:R:3:forces:R:3
C 0.8781 -1.2819 -0.0016 -0.5 0.2 -0.5
C -0.6849 0.3543 -0.0943 2.0 1.0 0.6
N -1.5348 0.9669 0.7733 0.1 -0.1 -0.7
C 1.3973 0.2070 -0.0231 -0.7 -0.8 1.8
O -0.5255 -0.9721 0.1349 0.6 -0.6 0.2
O -0.8041 0.8169 -1.3594 0.0 -0.5 -0.9
O 2.5015 0.5380 0.2953 -0.7 0.2 -0.6
H -2.0187 1.7731 0.4108 0.1 0.1 0.4
H -1.4699 0.7599 1.7600 -0.2 0.1 -0.4
H 1.1679 -1.8983 0.8478 0.2 0.0 -0.1
H 1.0688 -1.7708 -0.9597 0.0 -0.2 0.1
H 0.0246 0.5070 -1.7840 -1.0 0.6 0.0
```
Positions in Å, forces in eV/Å.

For the HOMO-LUMO gap, the calculation gives 8.3 eV. The value obtained for the relative energy (zero: lowest compared OMol25 entry of this formula, charge and spin) is 3.730 eV. The highest occupied orbital energy is -7.68 eV.



C3H5NO3 in the gas phase in a non-equilibrium geometry, computed with ωB97M-V/def2-TZVPD.

```
12
Properties=species:S:1:pos:R:3:forces:R:3
N -1.6712 -0.3775 0.1030 -0.8 0.7 0.0
C 0.0579 -0.6670 0.3892 1.4 0.0 0.2
O 0.2767 -1.5025 1.2324 0.2 0.1 -0.3
C -0.5477 0.6468 0.4987 -1.5 -0.7 -0.1
O 1.8080 1.0192 -0.1728 0.6 -0.4 -0.5
C 1.6861 0.1125 -0.9627 0.5 0.5 0.2
O 0.6852 -0.7790 -0.9556 0.2 -0.2 0.6
H -1.8957 -0.4867 -0.8754 0.0 0.4 0.2
H -2.1314 -1.0363 0.7248 0.3 0.6 0.1
H -0.4699 1.3602 -0.3213 0.1 -0.4 0.3
H -0.5088 1.1473 1.4766 -0.7 -0.6 -0.3
H 2.4165 -0.0700 -1.7567 -0.2 -0.1 -0.2
```
Positions in Å, forces in eV/Å.

For the HOMO-LUMO gap, the calculation gives 10.1 eV. As for the SMILES: O=CO[C@@]1([O-])C[NH2+]1. The value obtained for the relative energy (zero: lowest compared OMol25 entry of this formula, charge and spin) is 3.062 eV. The highest occupied orbital energy is -9.42 eV.



C3H5NO3 in the gas phase, computed with ωB97M-V/def2-TZVPD.

```
12
Properties=species:S:1:pos:R:3:forces:R:3
N 1.4155 0.4419 -0.7725 0.0 0.1 0.1
C 1.1190 0.3147 0.5469 0.1 0.1 0.0
O 1.6996 0.9048 1.4382 -0.2 -0.2 -0.3
C -0.0077 -0.6781 0.8622 0.1 -0.1 0.1
O -1.3047 -0.0652 0.7310 0.0 0.1 -0.1
C -1.8012 0.0658 -0.4958 0.1 -0.1 -0.4
O -1.2567 -0.2526 -1.5259 -0.3 0.1 0.5
H 0.7663 0.0937 -1.4654 0.1 0.0 0.1
H 2.0578 1.1770 -1.0282 0.0 -0.1 0.0
H 0.0424 -1.5712 0.2317 0.0 0.2 0.0
H 0.0720 -0.9436 1.9149 0.0 0.0 -0.2
H -2.8023 0.5129 -0.4371 0.1 0.0 0.0
```
Positions in Å, forces in eV/Å.

For the HOMO-LUMO gap, the calculation gives 10.9 eV. As for the SMILES: NC(=O)COC=O. The value obtained for the relative energy (zero: lowest compared OMol25 entry of this formula, charge and spin) is 0.661 eV. The highest occupied orbital energy is -10.09 eV.